{"formula": "C27H35N5O2P2Zn", "method": "wB97M-V/def2-TZVPD", "elements": ["Zn", "P", "P", "O", "O", "N", "N", "N", "N", "N", "C", "C", "C", "C", "C", "C", "C", "C", "C", "C", "C", "C", "C", "C", "C", "C", "C", "C", "C", "C", "C", "C", "C", "C", "C", "C", "C", "H", "H", "H", "H", "H", "H", "H", "H", "H", "H", "H", "H", "H", "H", "H", "H", "H", "H", "H", "H", "H", "H", "H", "H", "H", "H", "H", "H", "H", "H", "H", "H", "H", "H", "H"], "positions_angstrom": [[-0.258, -3.401, 3.165], [1.372, -1.267, -1.856], [-1.863, -0.887, -1.600], [-1.860, -0.681, 7.221], [-2.109, -1.765, 5.329], [-2.071, 0.884, -1.594], [-2.129, -0.732, 5.998], [2.133, -2.459, -2.952], [2.777, -0.171, -1.998], [-3.516, -1.158, -2.232], [0.520, 0.618, 2.459], [-0.746, 1.453, 2.715], [-5.341, -2.406, -2.765], [2.873, -3.646, -4.737], [-5.429, -1.155, -3.451], [2.460, -2.395, -4.308], [-1.844, 2.934, -0.636], [-1.859, 1.568, -0.393], [2.353, -3.782, -2.536], [0.750, -2.720, 4.792], [-4.298, -0.423, -3.129], [-4.159, -2.391, -2.038], [3.487, 0.313, -0.890], [-1.032, -0.910, -3.287], [-1.220, 1.514, 4.150], [1.278, 3.397, 3.812], [1.834, 1.075, 3.049], [0.413, -0.390, -3.201], [3.335, 0.393, -3.146], [4.408, 1.195, -2.777], [2.817, -4.531, -3.616], [4.505, 1.153, -1.347], [0.275, 3.419, 5.016], [-2.041, 3.109, -2.040], [-0.723, 2.291, 5.126], [-2.153, 1.841, -2.609], [2.161, 2.207, 3.680], [-1.066, -1.977, -3.587], [0.858, -0.492, -4.205], [-1.720, 3.709, 0.105], [-6.217, -0.830, -4.118], [0.798, -1.670, 4.502], [-2.281, 1.565, -3.644], [0.651, 0.504, 1.364], [-1.575, -0.300, -4.036], [0.691, 3.578, 2.900], [5.036, 1.727, -3.464], [-1.708, 0.995, 0.506], [-1.187, 2.198, 6.125], [0.264, -0.404, 2.796], [0.064, -2.831, 5.640], [-3.704, -3.137, -1.408], [5.230, 1.668, -0.748], [0.477, 0.676, -2.920], [2.349, -1.489, -4.890], [3.173, -3.890, -5.752], [3.091, -5.581, -3.613], [1.809, -2.932, 5.018], [0.841, 3.491, 5.962], [-2.102, 4.038, -2.575], [-0.670, 2.414, 2.172], [-1.558, 0.893, 2.213], [2.620, 0.339, 2.888], [-6.059, -3.212, -2.813], [3.189, 0.037, 0.103], [-3.994, 0.553, -3.477], [2.132, -4.076, -1.523], [2.906, 0.225, -4.120], [1.930, 4.280, 3.938], [3.176, 2.324, 4.114], [-0.295, 4.367, 4.920], [-2.251, 1.148, 4.252]], "de_lowest_kcal_mol": 9.1, "orbital_gap_ev": [7.375, 4.342], "homo_ev": [-8.2758, -7.1292], "charge": 0, "e_lumo_ev": [-0.9, -2.8]}


{"formula": "C39H46IN9Ru", "method": "wB97M-V/def2-TZVPD", "elements": ["I", "Ru", "N", "N", "N", "N", "N", "N", "N", "N", "N", "C", "C", "C", "C", "C", "C", "C", "C", "C", "C", "C", "C", "C", "C", "C", "C", "C", "C", "C", "C", "C", "C", "C", "C", "C", "C", "C", "C", "C", "C", "C", "C", "C", "C", "C", "C", "C", "C", "C", "H", "H", "H", "H", "H", "H", "H", "H", "H", "H", "H", "H", "H", "H", "H", "H", "H", "H", "H", "H", "H", "H", "H", "H", "H", "H", "H", "H", "H", "H", "H", "H", "H", "H", "H", "H", "H", "H", "H", "H", "H", "H", "H", "H", "H", "H"], "positions_angstrom": [[6.347, -0.012, -3.695], [1.898, -1.412, 0.236], [4.204, 0.629, -0.131], [-3.986, -1.477, -0.232], [0.045, -2.385, 0.240], [-2.097, -2.775, 0.342], [0.868, -0.092, -0.922], [1.730, 0.163, 1.465], [-3.826, 0.505, -1.043], [-3.422, -0.251, -0.098], [3.559, -0.488, -0.524], [-5.569, -2.494, -1.953], [5.142, 0.046, -2.034], [1.053, 1.242, 1.007], [0.507, -0.332, -2.192], [-5.392, 0.170, -2.997], [0.442, 3.137, 5.280], [1.817, -5.038, 0.904], [1.361, 2.415, 3.097], [-6.250, -2.103, -3.082], [1.524, -4.292, 2.046], [1.170, 3.610, 4.009], [4.129, -0.843, -1.687], [5.163, 0.969, -1.001], [-4.682, -0.215, -1.851], [-4.780, -1.511, -1.349], [-0.045, 2.098, -1.104], [2.824, -4.568, 0.047], [2.079, 1.292, 3.534], [-1.614, -3.526, -0.706], [-0.401, 1.885, -2.438], [-3.512, -2.515, 0.627], [3.583, -3.451, 0.374], [2.558, 4.162, 4.380], [0.588, 1.107, -0.381], [-6.167, -0.789, -3.597], [-0.112, 0.620, -2.965], [0.351, 4.716, 3.344], [0.858, 2.358, 1.799], [2.241, 0.202, 2.714], [2.242, -3.146, 2.363], [-1.074, -2.104, 0.903], [3.316, -2.727, 1.558], [-1.044, 2.953, -3.302], [-0.114, 3.209, -4.502], [-1.215, -1.204, 2.077], [-2.405, 2.443, -3.801], [1.101, -6.319, 0.611], [-0.286, -3.290, -0.762], [-1.248, 4.261, -2.538], [1.083, -6.538, -0.456], [2.019, -2.630, 3.288], [0.082, -6.308, 0.995], [0.727, -1.319, -2.580], [0.873, 3.546, -4.180], [-2.844, 3.202, -4.448], [1.625, -7.143, 1.102], [0.843, 5.114, 2.454], [-0.238, -0.859, 2.399], [-2.250, -4.145, -1.316], [-3.589, -2.210, 1.668], [-0.304, 4.680, -2.180], [-1.666, -1.738, 2.915], [-5.669, -3.496, -1.557], [4.030, -1.993, 1.910], [2.791, -0.664, 3.042], [-4.097, -3.418, 0.476], [-0.548, 3.989, -5.127], [3.169, 3.428, 4.908], [3.102, 4.497, 3.495], [5.802, 1.821, -0.833], [0.009, 2.321, -5.125], [-6.740, -0.540, -4.479], [3.063, -5.130, -0.848], [-2.304, 1.528, -4.388], [3.792, -1.713, -2.230], [-1.850, -0.355, 1.816], [0.239, 5.542, 4.043], [0.301, 3.988, 5.945], [-0.255, 3.049, -0.641], [-1.689, 4.997, -3.209], [-0.542, 2.727, 5.045], [-6.886, -2.819, -3.586], [2.513, 1.260, 4.523], [-0.654, 4.379, 3.080], [-5.339, 1.182, -3.374], [0.301, 3.193, 1.402], [-1.933, 4.140, -1.697], [4.439, -3.184, -0.233], [0.730, -4.620, 2.706], [0.442, -3.697, -1.443], [-3.086, 2.248, -2.973], [-0.371, 0.372, -3.985], [3.974, 1.080, 0.741], [1.010, 2.385, 5.828], [2.434, 5.019, 5.041]], "de_lowest_kcal_mol": 0.0, "orbital_gap_ev": [5.755, 4.682], "multiplicity": 2, "homo_ev": [-15.2674, -15.2671], "charge": 3, "e_lumo_ev": [-9.5, -10.6]}


{"formula": "C3H6N2S2", "method": "wB97M-V/def2-TZVPD", "elements": ["S", "S", "N", "N", "C", "C", "C", "H", "H", "H", "H", "H", "H"], "positions_angstrom": [[0.925, 1.053, -0.974], [1.023, 0.170, 1.224], [-0.053, 0.934, 2.063], [1.353, -0.152, -1.899], [-0.145, -1.101, 0.600], [-1.184, -0.345, -0.157], [-0.832, 0.712, -0.898], [-2.160, -0.626, -0.157], [-0.590, -1.672, 1.412], [0.264, 1.732, 2.548], [0.503, -1.805, -0.125], [2.265, -0.259, -2.038], [-1.369, 1.359, -1.600]], "de_lowest_kcal_mol": 109.7, "orbital_gap_ev": 7.287, "homo_ev": -7.3333, "charge": 0, "e_lumo_ev": 0.0}


{"formula": "C2H4NP", "method": "wB97M-V/def2-TZVPD", "elements": ["P", "N", "C", "C", "H", "H", "H", "H"], "positions_angstrom": [[1.199, -1.123, 0.422], [-0.395, -0.557, 0.432], [-0.974, 0.793, -0.561], [-0.787, 0.757, 0.714], [1.054, -1.894, -0.731], [-1.130, 0.814, -1.599], [1.897, -0.123, -0.290], [-0.864, 1.333, 1.612]], "de_lowest_kcal_mol": 81.8, "orbital_gap_ev": 9.689, "homo_ev": -8.6338, "charge": 0, "e_lumo_ev": 1.1}